The following is a DFT calculation (wB97M-V/def2-TZVPD) of 23 unconnected molecules or ions with the total composition C36H44BCl66F2ISi in a non-equilibrium geometry.

Properties
Highest occupied orbital energy in eV: -8.65
Multiplicity: 1
Frontier orbital gap in eV: 7.76

The geometry in XYZ format:
```
151
Properties=species:S:1:pos:R:3:mulliken_charge:R:1
C -2.6965 -2.9349 1.9459 -0.634
C -2.4161 -1.9130 0.7656 -0.376
C -2.4384 -0.3706 1.1870 -0.585
I -0.8590 0.5964 -0.0276 -0.031
B -2.0755 -0.0898 2.7312 -0.304
C -2.4458 1.3357 3.3989 1.557
F -2.1557 2.4241 2.5072 -0.152
F -3.8919 1.3558 3.5258 -0.313
C -1.8453 1.7118 4.7988 -0.920
C -0.8971 0.6765 5.5278 -0.195
Si 0.9694 0.7900 5.0377 0.011
C 1.5716 2.5538 4.6453 -1.135
C 1.3698 -0.3750 3.5455 -0.187
C 2.0531 0.1150 6.4934 0.637
C 1.5416 -0.8711 7.5252 -0.674
C 2.5010 -1.3869 8.6159 -0.663
C 3.9381 -0.9077 8.6457 -0.506
C 4.4701 0.1117 7.6280 -1.097
C 3.4983 0.5838 6.5802 -0.132
H -3.5374 -2.6411 2.6404 0.068
H -1.7413 -3.0005 2.5717 -0.082
H -2.8605 -4.0003 1.5660 0.366
H -3.2559 -2.0458 -0.0023 0.241
H -1.4635 -2.1865 0.1992 0.319
H -3.4134 0.1174 0.8473 0.636
H -1.5030 -0.9124 3.3488 -0.208
H -2.7288 1.9176 5.5116 0.002
H -1.3315 2.7275 4.6931 0.342
H -1.2732 -0.4036 5.5352 0.277
H -0.9017 0.9709 6.6382 0.331
H 0.7766 3.3549 4.6126 0.315
H 2.3935 2.9137 5.3447 0.384
H 2.0602 2.5126 3.6096 0.294
H 0.7426 -1.3089 3.7365 -0.363
H 2.4659 -0.6462 3.4818 0.497
H 0.9754 0.0810 2.5737 0.034
H 0.4764 -1.2452 7.4870 0.738
H 2.1654 -2.1409 9.3877 0.516
H 4.6380 -1.3216 9.4391 0.334
H 5.5435 0.4514 7.6416 0.642
H 3.8434 1.3104 5.7769 0.201
C -3.6262 2.7532 -2.6147 0.478
Cl -2.9180 1.7798 -3.9106 -0.112
Cl -2.8725 4.3522 -2.5554 -0.053
Cl -5.3757 2.8966 -2.8295 -0.131
H -3.4369 2.2523 -1.6681 -0.211
C -1.0772 6.2647 -5.2600 0.353
Cl 0.3416 6.3558 -4.2045 -0.104
Cl -1.7308 7.8798 -5.5598 -0.141
Cl -0.6683 5.4665 -6.7829 -0.034
H -1.8397 5.6743 -4.7579 -0.068
C -0.8796 5.7367 0.5389 -0.219
Cl -2.6447 5.6488 0.5957 -0.112
Cl -0.1667 4.2781 1.2335 -0.033
Cl -0.3197 5.9725 -1.1253 -0.013
H -0.5603 6.5906 1.1309 0.323
C -5.8287 3.2528 5.3729 0.523
Cl -6.8646 4.3004 4.3952 -0.139
Cl -4.2674 4.0269 5.6727 -0.121
Cl -6.6229 2.8424 6.8994 -0.143
H -5.6525 2.3335 4.8203 -0.097
C 3.0760 7.7086 -6.5837 0.557
Cl 3.2762 6.2238 -7.5222 -0.066
Cl 4.5624 8.0918 -5.7023 -0.154
Cl 2.6142 9.0518 -7.6364 -0.128
H 2.2799 7.5518 -5.8601 -0.215
C -0.2862 -0.2182 11.0936 -0.043
Cl -2.0557 -0.2792 11.1219 -0.146
Cl 0.3960 -1.6537 11.8719 -0.141
Cl 0.3120 -0.0709 9.4288 0.067
H 0.0337 0.6575 11.6528 0.299
C -1.1560 4.7797 -10.6099 -0.079
Cl 0.0460 5.9507 -11.1654 -0.124
Cl -1.9540 4.0056 -11.9860 -0.101
Cl -0.4042 3.5659 -9.5666 0.002
H -1.9086 5.3100 -10.0319 0.326
C -0.6237 -4.6332 5.1953 0.172
Cl 0.0319 -5.6560 3.9138 0.082
Cl 0.1569 -3.0446 5.1821 -0.028
Cl -2.3767 -4.4627 5.0261 -0.076
H -0.4187 -5.1072 6.1491 -0.162
C -5.8857 -6.3798 6.8284 -0.107
Cl -5.7378 -7.8891 5.9197 -0.085
Cl -4.3735 -6.0069 7.6618 -0.085
Cl -6.3472 -5.0476 5.7570 -0.134
H -6.6668 -6.5035 7.5738 0.353
C 6.1812 2.2632 10.9305 -0.010
Cl 7.3937 3.4181 10.3583 -0.138
Cl 5.3919 1.4567 9.5633 -0.067
Cl 6.9183 1.0731 12.0127 -0.137
H 5.4258 2.8103 11.4887 0.294
C 7.1988 5.3268 -7.0559 0.392
Cl 8.3984 6.5012 -7.6115 -0.129
Cl 6.4054 4.5493 -8.4313 -0.122
Cl 7.9511 4.1183 -6.0062 -0.129
H 6.4429 5.8564 -6.4809 -0.014
C -4.6465 -11.5989 5.1039 0.155
Cl -3.4377 -10.4654 4.4868 -0.086
Cl -5.4979 -12.3883 3.7701 -0.124
Cl -3.8914 -12.8013 6.1581 -0.124
H -5.3721 -11.0397 5.6889 0.174
C 1.5185 -8.2802 1.3839 -0.041
Cl 0.4916 -9.4820 0.5912 -0.121
Cl 0.9290 -6.6458 1.0393 -0.083
Cl 1.6031 -8.5928 3.1254 -0.082
H 2.5230 -8.3684 0.9789 0.309
C -1.2978 2.4593 -15.7804 0.105
Cl -1.0941 0.9739 -16.7198 -0.114
Cl 0.1838 2.8440 -14.8941 -0.113
Cl -1.7572 3.8025 -16.8345 -0.125
H -2.0961 2.3015 -15.0599 0.236
C 0.7548 0.0450 -8.9019 -0.108
Cl 1.6995 -1.3810 -8.4563 -0.109
Cl 1.2959 1.4599 -7.9848 -0.109
Cl 0.8687 0.3508 -10.6389 -0.076
H -0.2869 -0.1443 -8.6555 0.358
C 2.3302 -0.9113 -15.5133 -0.027
Cl 1.8280 -2.1140 -16.7087 -0.116
Cl 1.1366 -0.7938 -14.2139 -0.040
Cl 3.9230 -1.3119 -14.8594 -0.114
H 2.3951 0.0556 -16.0060 0.325
C 2.0946 -7.5447 7.6954 -0.050
Cl 0.7568 -6.4600 8.1005 -0.123
Cl 1.7898 -8.3815 6.1658 -0.073
Cl 3.6172 -6.6506 7.6225 -0.124
H 2.1741 -8.2910 8.4814 0.357
C 1.6307 9.0953 -1.0813 0.524
Cl 0.1699 10.0681 -0.8572 -0.125
Cl 2.5513 9.6696 -2.4782 -0.117
Cl 2.6292 9.1280 0.3782 -0.136
H 1.3325 8.0663 -1.2678 -0.154
C 1.9500 -0.2718 -4.7827 0.715
Cl 2.7228 -1.8191 -5.1495 -0.116
Cl 0.6313 -0.4951 -3.6252 -0.070
Cl 3.1362 0.8817 -4.1576 -0.118
H 1.5340 0.1300 -5.7027 -0.415
C -7.0567 -3.1693 2.6613 0.810
Cl -6.3976 -4.1689 1.3606 -0.123
Cl -6.2723 -1.5830 2.6881 -0.081
Cl -8.8072 -2.9937 2.4867 -0.129
H -6.8566 -3.6655 3.6078 -0.426
C 3.7258 -1.6273 -1.0208 0.687
Cl 4.4988 -3.1725 -1.3987 -0.139
Cl 2.4144 -1.8551 0.1436 -0.015
Cl 4.9137 -0.4725 -0.4018 -0.141
H 3.3026 -1.2236 -1.9377 -0.414
C 0.8396 -4.5079 -13.2964 0.595
Cl 0.3392 -5.7111 -14.4920 -0.132
Cl -0.3549 -4.3858 -11.9974 -0.131
Cl 2.4333 -4.9055 -12.6416 -0.121
H 0.9053 -3.5429 -13.7902 -0.219
```

***

The following is a DFT calculation (wB97M-V/def2-TZVPD) of a molecular structure, C7Cl5ReS3.

Properties
Highest occupied orbital energy (spin up / spin down) in eV: -12.91 / -12.91
Charge: +1
Multiplicity: 2
Frontier orbital gap (spin up / spin down) in eV: 6.40 / 6.81

The geometry in XYZ format:
```
16
Properties=species:S:1:pos:R:3:lowdin_spin:R:1
Re -1.5209 -0.3221 -1.4386 0.938
S -0.2744 -1.6017 -5.5440 0.040
C -0.6607 -1.1667 -4.0846 -0.003
S -0.7137 0.4814 -3.2764 -0.017
S -1.2136 -2.1232 -2.6225 -0.014
Cl 1.9655 -1.2747 -0.7445 -0.001
C 1.0487 -0.4012 0.4012 0.000
C -0.2797 -0.0863 0.1197 0.016
C -0.9943 0.6622 1.0460 0.016
Cl -2.6278 1.0313 0.4808 0.025
C -0.4898 1.1133 2.2407 0.003
Cl -1.4394 2.0425 3.3083 0.000
C 0.8423 0.7596 2.5230 -0.001
Cl 1.5274 1.2633 3.9922 -0.001
C 1.6072 0.0095 1.6125 -0.001
Cl 3.2232 -0.3874 1.9861 0.000
```

***

The following is a DFT calculation (wB97M-V/def2-TZVPD) of C5H7NO in the gas phase in a non-equilibrium geometry.

Properties
Highest occupied orbital energy in eV: -7.93
Structure (SMILES): Cc1cc(N)co1
Relative energy (zero: lowest compared OMol25 entry of this formula, charge and spin) in kcal per mole: 31.9
Multiplicity: 1
Frontier orbital gap in eV: 8.98

The geometry in XYZ format:
```
14
Properties=species:S:1:pos:R:3:mulliken_charge:R:1
C 2.3968 -0.1134 -0.0498 -1.119
C 0.9258 0.1323 -0.1155 0.564
C -0.1477 -0.6073 -0.5136 -0.513
C -1.3127 0.0629 -0.0238 0.654
N -2.6059 -0.4860 -0.0804 -0.628
C -0.8840 1.2449 0.4770 -0.732
O 0.4911 1.2667 0.4777 -0.349
H 2.9693 0.5484 -0.7055 0.281
H 2.6271 -1.1524 -0.2990 0.320
H 2.7414 0.0650 0.9774 0.284
H -0.2839 -1.1258 -1.4426 0.275
H -2.5424 -1.4817 -0.2883 0.280
H -3.0554 -0.3861 0.8266 0.262
H -1.3809 2.1665 0.7412 0.421
```

***

The following is a DFT calculation (wB97M-V/def2-TZVPD) of a molecular structure, C28H29EuF4N5S2 in a non-equilibrium geometry.

Properties
Highest occupied orbital energy (spin up / spin down) in eV: 1.94 / -0.41
Charge: -2
Relative energy (zero: lowest compared OMol25 entry of this formula, charge and spin) in kcal per mole: 15.2
Multiplicity: 8
Frontier orbital gap (spin up / spin down) in eV: 2.65 / 4.98

The geometry in XYZ format:
```
69
Properties=species:S:1:pos:R:3:lowdin_spin:R:1
Eu -1.3939 -0.4751 0.3977 6.518
C -1.5546 -0.5843 3.9561 0.004
N -0.3308 -0.4294 3.1814 -0.002
C 0.6067 -1.4926 3.5159 0.001
C 0.2501 0.9094 3.3705 0.000
C 0.5072 1.6205 2.0493 0.000
N -0.7579 1.6805 1.3444 -0.010
C -1.1830 2.7000 0.5816 0.000
C -2.4402 2.5316 -0.0770 -0.002
F -3.1157 1.3787 0.1682 -0.006
C -3.0089 3.4597 -0.9049 0.000
F -4.2033 3.1778 -1.4733 0.000
C -2.3989 4.6816 -1.1673 0.001
C -1.1974 4.8910 -0.5220 0.000
F -0.5422 6.0673 -0.7101 0.000
C -0.6102 3.9688 0.3199 0.000
F 0.5670 4.3142 0.9125 0.000
H -1.3516 -0.4723 5.0378 0.000
H -2.0004 -1.5596 3.7605 0.003
H -2.2763 0.1753 3.6539 0.002
H 0.8997 -1.4410 4.5800 0.000
H 1.5034 -1.4128 2.9031 0.001
H 0.1440 -2.4558 3.3100 0.000
H 1.1880 0.8341 3.9367 0.000
H -0.4446 1.5247 3.9484 0.000
H 1.1056 0.0327 0.8570 0.001
H 0.9409 2.5980 2.2701 0.000
H -2.8294 5.4103 -1.8344 0.000
S -3.3529 -2.3334 1.2382 0.111
C -1.8774 -3.2744 1.1940 0.375
N -0.6479 -2.7712 0.8961 0.050
C 0.3147 -3.7198 0.8398 0.040
C 1.6725 -3.4977 0.5412 0.079
C 2.5593 -4.5596 0.5775 0.012
C 2.1411 -5.8509 0.9017 0.098
C 0.7903 -6.0856 1.1865 0.040
C -0.1053 -5.0372 1.1548 0.015
S -1.8189 -5.0167 1.4872 0.117
H 2.0034 -2.5035 0.2686 0.006
H 3.6029 -4.3833 0.3427 -0.003
H 2.8536 -6.6653 0.9283 0.011
H 0.4539 -7.0850 1.4395 -0.001
N 1.5291 0.8424 1.3001 0.001
C 2.4212 1.4768 0.4341 0.000
C 2.6495 0.9554 -0.8432 -0.001
C 3.5768 1.5506 -1.6804 0.000
C 4.2833 2.6823 -1.2885 0.000
C 4.0465 3.2045 -0.0240 0.000
C 3.1392 2.6059 0.8348 0.000
H 2.0478 0.1169 -1.1849 -0.002
H 3.7248 1.1321 -2.6692 0.000
H 4.9962 3.1505 -1.9554 0.000
H 4.5830 4.0866 0.3071 0.000
H 2.9862 3.0133 1.8258 0.000
C -1.1995 1.1144 -3.8991 -0.005
C -1.6682 -0.2774 -3.4783 -0.052
C -0.9193 -1.3396 -4.2774 -0.008
C -3.1699 -0.4147 -3.6952 -0.005
C -1.3636 -0.4078 -1.9701 -0.166
N -0.2387 -0.5573 -1.4465 -0.208
H -1.4058 1.2896 -4.9632 -0.001
H -0.1266 1.2192 -3.7213 -0.002
H -1.7122 1.8872 -3.3180 -0.002
H -1.1154 -1.2324 -5.3523 -0.002
H -1.2302 -2.3426 -3.9712 -0.001
H 0.1547 -1.2576 -4.0970 -0.004
H -3.4230 -0.3256 -4.7608 0.000
H -3.7047 0.3585 -3.1389 -0.003
H -3.5236 -1.3811 -3.3286 -0.001
```

***

no.,electronic energy (Ha)
1,-32582.32387
2,-3840.21612
3,-324.67361
4,-3264.30108